{
  "formula": "C30H52BrFeN3OP2",
  "method": "ωB97M-V/def2-TZVPD",
  "lumo_energy_ha": [-0.22212, -0.33670],
  "e_homo_ha": [-0.495, -0.495],
  "spin_multiplicity": 5,
  "max_force_ev_per_a": 4.5,
  "orbital_gap_ev": [7.439, 4.321],
  "charge": 2,
  "symbols": ["C", "C", "H", "H", "H", "H", "H", "C", "H", "H", "H", "Br", "H", "N", "C", "H", "H", "C", "C", "H", "C", "H", "C", "H", "H", "H", "C", "H", "C", "H", "H", "H", "H", "P", "H", "C", "C", "H", "H", "H", "C", "C", "H", "P", "H", "C", "C", "H", "H", "H", "H", "C", "C", "C", "C", "C", "H", "H", "N", "H", "H", "H", "N", "H", "C", "C", "C", "C", "H", "H", "O", "H", "H", "C", "C", "H", "H", "H", "Fe", "C", "C", "H", "H", "H", "H", "H", "H", "H", "H", "C"],
  "coordinates": [[2.210532, -1.365760, -0.261136], [1.674924, 3.651614, -2.996412], [-1.568515, 1.633931, -1.191135], [-1.757583, -1.725124, 0.460312], [3.261707, 1.308696, -0.154030], [-4.940141, -1.058286, -1.462530], [2.393411, 1.835651, 2.966047], [3.544080, -1.381616, 0.498353], [1.462282, 4.347848, 0.813427], [1.425244, -1.142686, 0.484360], [0.171405, -1.337499, 4.608121], [3.867198, 5.718478, -0.208907], [3.404517, -1.923217, 1.443385], [-1.418786, -0.283967, 3.688900], [-3.613411, 1.097707, -5.267590], [1.221198, 0.487912, 5.348957], [5.352965, 1.510761, -1.587695], [-0.904779, -1.159021, 4.732457], [0.645229, 3.239202, -0.833415], [-1.432620, -2.122651, 4.684429], [-3.950135, -1.369824, -1.095700], [0.895518, -0.901627, -3.577174], [2.574366, 4.722572, -1.011775], [-2.721948, -1.484771, 2.516005], [1.670723, 3.507182, -4.076367], [-1.106480, -4.577718, -0.558877], [-2.416752, 1.134437, -4.526963], [3.893036, -0.374450, 0.756029], [-0.576752, 0.397050, 2.820557], [3.194370, -2.245156, -3.025188], [4.337461, -1.895107, -0.061424], [0.987405, 2.594041, 2.155691], [-0.183181, -3.413641, -5.044671], [1.922336, -0.084554, -1.535585], [-1.085310, -0.725492, 5.728443], [-3.070321, -1.820875, -2.264557], [-1.658477, -3.864592, 0.062429], [-5.896610, 1.632980, -2.966423], [1.979395, -2.357342, -0.686356], [-0.140264, -2.326286, 0.158675], [-2.738926, -0.613810, 3.193103], [1.438993, 1.637669, 2.466611], [4.005530, -0.864503, -3.781435], [-1.259838, -1.801998, -1.893493], [-1.189687, -4.122647, -2.571491], [2.577757, 4.537379, -2.408828], [0.750855, 2.938236, -2.200257], [-1.462822, 1.047223, -5.058880], [-3.378730, -0.849746, 4.052035], [-2.728965, -3.996299, -0.134452], [-0.141093, 2.781138, -0.231884], [-1.001065, -2.999204, -4.440085], [-1.186623, -2.430292, -0.161345], [1.904814, -0.463293, -3.339867], [-0.709693, -3.206562, -2.951780], [1.555263, 4.124556, -0.243658], [4.657570, 0.390309, -2.769297], [-1.478388, -4.168522, 1.102570], [-4.808638, 1.265279, -4.707125], [1.606474, 1.039231, 1.561875], [2.862849, -1.815454, -4.730485], [-3.213487, -1.141196, -3.123819], [0.585342, 0.903494, 3.375458], [-4.098255, -2.179641, -0.368828], [3.058343, -1.415369, -3.729656], [0.670874, 1.255125, 4.783929], [-2.513870, 1.335184, -3.134207], [-0.034781, 1.849042, -2.838017], [2.024710, 0.440922, -3.977095], [-1.098302, -1.938064, -4.721346], [-0.846894, 0.550648, 1.615649], [0.029800, 1.901729, -3.939770], [3.289939, 5.077018, -3.025129], [-1.331439, 1.402235, -2.243616], [4.657043, 0.667080, -1.709272], [-0.332261, 1.360921, 5.219679], [-3.350752, -2.834837, -2.600565], [-3.152833, 0.247620, 2.657334], [-0.027718, 0.031411, -2.280266], [-4.903822, 1.471121, -3.393003], [-3.790541, 1.522350, -2.557670], [1.209444, 2.205354, 4.884108], [2.990869, 2.044972, -1.713455], [-1.927457, -3.500837, -4.739941], [-3.572919, 0.960951, -6.353060], [0.373368, -3.311208, -2.773314], [-3.513741, -0.506050, -0.563362], [5.055049, -0.174390, -1.128883], [-3.900831, 1.756686, -1.494425], [3.278549, 1.106035, -1.234761]],
  "atomic_forces_ev_per_a": [[0.181, -0.741, 0.097], [0.976, 1.048, 0.244], [0.280, 0.009, -0.466], [0.223, -0.044, -0.218], [0.017, -0.034, -0.269], [0.335, -0.174, 0.121], [-0.158, -0.059, -0.181], [0.281, -0.306, -0.016], [0.144, 0.007, -0.119], [0.116, 0.000, -0.471], [-0.355, 0.017, 0.030], [0.422, 0.423, 0.271], [0.019, 0.087, -0.275], [0.562, 0.385, -0.790], [0.619, 0.162, 0.544], [-0.144, 0.325, -0.057], [-0.144, -0.287, -0.038], [0.041, -0.077, 0.452], [0.798, 0.969, 1.254], [0.226, 0.247, -0.040], [-0.134, 0.228, 0.190], [0.666, -0.427, -0.682], [-0.885, -0.587, -0.415], [-0.051, 0.173, 0.157], [0.118, 0.022, 0.243], [-0.121, 0.102, 0.134], [-0.695, 0.027, 0.164], [-0.117, -0.347, -0.012], [-0.152, -0.262, 0.301], [-0.141, 0.144, -0.196], [-0.226, 0.171, 0.176], [0.088, -0.202, 0.134], [-0.309, 0.038, 0.109], [2.700, 0.856, 2.193], [0.120, -0.269, -0.225], [-0.074, 0.377, -0.392], [-0.038, -0.333, 0.026], [0.191, -0.093, -0.307], [0.048, 0.227, 0.231], [-0.378, -0.075, -0.027], [-0.264, 0.037, -0.128], [0.150, -0.017, -0.148], [-0.509, -0.292, -0.041], [-1.703, -2.055, 0.517], [0.203, 0.377, -0.172], [-0.583, -0.593, -0.843], [-1.079, -2.008, -1.252], [-0.379, -0.070, 0.273], [0.105, 0.088, -0.261], [0.221, 0.053, -0.024], [0.367, 0.064, -0.002], [0.119, 0.056, -0.377], [0.381, 0.212, 0.146], [1.707, -0.442, -0.619], [0.530, 0.080, 0.417], [-1.073, -0.842, -0.262], [0.117, 0.310, 0.442], [-0.084, 0.194, -0.220], [-0.260, -0.144, -0.154], [0.039, 0.186, 0.178], [0.147, -0.119, 0.201], [-0.029, -0.375, 0.253], [-0.638, -0.182, -0.578], [0.067, 0.266, -0.162], [-0.264, -0.445, -0.619], [0.099, -0.031, 0.494], [-0.392, 0.281, -0.135], [-0.586, 4.434, 0.144], [-0.175, -0.332, 0.742], [-0.003, -0.204, 0.097], [0.179, 0.023, 0.434], [-0.142, -0.113, 0.540], [-0.049, -0.092, 0.108], [-0.042, 0.664, -0.686], [0.549, 0.166, 0.000], [0.366, 0.057, -0.148], [0.209, 0.368, 0.148], [0.040, -0.284, 0.126], [-2.395, -0.874, 0.615], [0.437, 0.091, 0.113], [0.511, 0.051, -0.478], [-0.220, -0.199, 0.006], [0.146, -0.201, 0.008], [0.190, 0.179, 0.059], [-0.152, 0.019, 0.384], [-0.224, -0.143, -0.090], [-0.175, -0.324, -0.154], [-0.122, 0.268, -0.295], [0.064, -0.185, -0.388], [-0.447, 0.317, -0.082]]
}